(1)
ORCA calculation (ωB97M-V with the def2-TZVPD basis set) on 7 unconnected molecules or ions with the total composition C14H42O7 at a distorted geometry.

XYZ file:
```
63
C14H42O7 (ωB97M-V with the def2-TZVPD basis set)
C -25.03008 8.29397 -15.61454
C -25.08874 8.05045 -14.13884
O -25.86992 9.03588 -13.41227
H -24.49656 9.21502 -15.84933
H -26.00139 8.37465 -16.10254
H -24.43155 7.51966 -16.09443
H -24.08860 7.87629 -13.74198
H -25.70896 7.16260 -14.01576
H -25.79847 8.84986 -12.47319
C -26.10085 4.18493 -18.20253
C -26.87222 5.10914 -17.23929
O -27.99878 4.32603 -16.66431
H -25.87225 3.24062 -17.70845
H -25.24715 4.65998 -18.68587
H -26.74314 3.91060 -19.03937
H -27.35237 5.97623 -17.69285
H -26.18009 5.55910 -16.52754
H -28.69612 4.57453 -17.27551
C -25.47518 7.10828 -9.96370
C -25.92609 8.43270 -9.40259
O -25.70670 9.34208 -10.41041
H -25.81738 6.36277 -9.24591
H -24.39965 7.18630 -10.12253
H -26.05301 6.89364 -10.86268
H -25.31498 8.77396 -8.56701
H -27.00421 8.40307 -9.24485
H -24.84489 9.76423 -10.43653
C -21.92914 6.07792 -17.74203
C -22.22853 7.38188 -18.44097
O -21.11065 8.17015 -18.15742
H -22.61448 5.26520 -17.98262
H -22.04411 6.08992 -16.65817
H -20.93839 5.73066 -18.03520
H -23.18400 7.77600 -18.09479
H -22.26472 7.25950 -19.52348
H -21.04430 9.06613 -18.49567
C -28.78189 6.46336 -14.31995
C -30.08103 5.63149 -14.48873
O -29.67216 4.32326 -14.26898
H -28.45529 6.21338 -13.31053
H -29.02341 7.52626 -14.31514
H -28.00207 6.21245 -15.03900
H -30.45945 5.82729 -15.49200
H -30.87889 6.04577 -13.87238
H -28.99311 3.98407 -14.85672
C -28.53769 11.12799 -17.51176
C -27.37001 10.90352 -16.49376
O -28.00566 10.16703 -15.45505
H -29.35636 11.67136 -17.03994
H -28.90374 10.14587 -17.81100
H -28.27077 11.72461 -18.38405
H -26.92354 11.80492 -16.07395
H -26.56756 10.35599 -16.98810
H -27.38496 9.66400 -14.92282
C -21.31251 4.75359 -12.91974
C -22.29707 5.98729 -12.98519
O -21.50862 7.11987 -13.04802
H -20.54144 4.81209 -12.15155
H -20.79071 4.82174 -13.87430
H -21.69568 3.73330 -12.93644
H -22.80280 5.90555 -12.02307
H -22.96263 5.90610 -13.84457
H -21.04512 7.13232 -13.88863
```

Results
Kohn-Sham gap: 10.013 eV
ΔE to the lowest compared entry with this formula, charge and spin: 312.2 kJ/mol
HOMO energy: -9.5 eV
E: -29528.2390 eV
largest force on an atom: 3.32 eV/A
LUMO level: 0.49 eV
net charge: 0

(2)
ORCA calculation (ωB97M-V with the def2-TZVPD basis set) on a molecular structure, C18H41BBrCl5CsFKLiNO9 at a distorted geometry.

XYZ file:
```
80
C18H41BBrCl5CsFKLiNO9 (ωB97M-V with the def2-TZVPD basis set)
C 1.24000 4.13572 2.55726
C -0.15286 3.48823 2.84869
C -0.57664 2.30021 1.86143
C -1.15330 1.15403 2.77291
C -2.27534 0.22292 2.07774
B -1.77300 -0.65458 0.79186
C -0.14439 -1.02552 0.99934
C 0.39300 -2.04415 -0.15376
C 2.01740 -2.11660 0.03442
C 2.70201 -2.45215 -1.38442
O 2.15259 -3.12065 -2.19666
O 3.97898 -2.00466 -1.69673
C 3.92209 -0.80919 -2.54084
C 4.13595 0.45677 -1.66596
C -2.54750 -2.13361 0.89377
C -4.11966 -2.03219 1.02639
O -4.75066 -2.23376 0.04752
O -4.78044 -1.68299 2.21129
C -1.88924 0.05198 -0.67525
C -3.01238 1.10632 -0.85702
C -3.22362 1.31882 -2.41050
F -4.26921 0.72203 -0.35402
H 1.23463 4.94079 1.77854
H 2.03706 3.38813 2.35863
H 1.53872 4.64923 3.49967
H -0.05598 3.05650 3.86674
H -0.96973 4.24481 2.93078
H -1.30765 2.75636 1.16197
H 0.34817 2.02448 1.30482
H -0.27718 0.57022 3.27615
H -1.66397 1.66105 3.62181
H -3.17174 0.85786 1.90826
H -2.60056 -0.54852 2.89481
H 0.46521 -0.10242 0.86685
H 0.04537 -1.43463 2.06849
H 0.24099 -1.64142 -1.17061
H -0.05470 -3.05756 -0.04655
H 2.44331 -1.15025 0.35432
H 2.24465 -2.98717 0.73328
H 4.72670 -0.93661 -3.29585
H 2.95916 -0.78078 -3.09952
H 3.34422 0.50799 -0.88609
H 4.12190 1.37911 -2.28335
H 5.11305 0.39842 -1.13360
H -2.29714 -2.82115 0.06181
H -2.16102 -2.59403 1.89875
H -4.87998 -0.71518 2.13236
H -2.07216 -0.75376 -1.43786
H -0.94017 0.54179 -1.00745
H -2.65805 2.08387 -0.47701
H -4.06504 0.66360 -2.74663
H -2.33392 0.95924 -2.96829
H -3.50282 2.35970 -2.66688
Li 1.06517 4.39594 -0.04528
N -2.95625 1.99325 -6.37459
H -2.89683 2.30206 -7.33696
H -2.13941 2.35461 -5.84761
H -3.81098 2.34674 -5.95577
H -2.98147 0.91064 -6.36291
Cl 0.66832 1.36832 4.99743
Cs -0.97111 -2.18346 3.18605
O -2.06627 -5.29947 6.20907
Cl -2.07237 -6.74760 6.17502
O -1.58692 -7.19303 4.88028
O -3.41522 -7.23132 6.37999
O -1.20716 -7.25742 7.21402
C 6.08668 0.05286 1.70394
O 7.03436 0.69008 0.85421
H 5.12686 0.55392 1.59517
H 5.97976 -0.99765 1.41629
H 6.41334 0.12256 2.74384
H 7.87393 0.23254 0.96563
C 1.26216 1.99465 -5.04340
Cl -0.11186 3.00278 -5.53572
Cl 1.99480 2.56458 -3.54420
H 0.91185 0.97693 -4.89506
H 2.00747 2.01984 -5.83113
K 2.50367 -4.56306 0.71485
Br -4.17520 0.33037 -7.57650
Cl -0.26238 3.09370 -2.37241
```

Results
Kohn-Sham gap: 4.823 eV
HOMO energy: -5.4 eV
E: -192360.1846 eV
largest force on an atom: 12.05 eV/A
LUMO level: -0.61 eV
net charge: -1

(3)
ORCA calculation (ωB97M-V with the def2-TZVPD basis set) on a molecular structure, C55H62KN8OP2SSi2.

XYZ file:
```
132
C55H62KN8OP2SSi2 (ωB97M-V with the def2-TZVPD basis set)
K -1.44920 -0.57526 -0.41363
N -3.19113 -0.72841 4.18059
C -2.48047 -0.37042 3.04588
S -1.24104 -1.47925 2.55372
N -2.86707 0.77261 2.53211
N -2.25501 1.10505 1.35041
C -2.56709 2.25595 0.89927
C -2.03589 2.77034 -0.37791
C -2.29330 4.09030 -0.74011
C -1.83842 4.55897 -1.95944
C -1.14284 3.69763 -2.78951
C -0.92469 2.40243 -2.34445
N -1.33331 1.95186 -1.16708
H -2.66619 -1.28819 4.83084
H -3.71910 0.03315 4.58185
H -3.26438 2.89113 1.44777
H -2.87692 4.72137 -0.08302
H -2.04466 5.57699 -2.26635
H -0.79515 4.00429 -3.76663
H -0.41779 1.68286 -2.97936
C 7.34986 0.00821 1.93634
C 6.37367 0.71673 0.98115
C 7.15944 1.66437 0.05809
C 5.65203 -0.31879 0.13399
C 6.38755 -1.21309 -0.63575
C 5.77441 -2.17362 -1.41936
C 4.39177 -2.22649 -1.45886
C 3.61064 -1.33685 -0.73046
P 1.76900 -1.39275 -0.89607
C 1.41284 -3.01376 -0.12623
C 2.19198 -3.50551 0.92063
C 1.80251 -4.64049 1.61750
C 0.62981 -5.30079 1.27933
C -0.15613 -4.81548 0.24460
C 0.22718 -3.67620 -0.44688
C 1.70704 -1.71269 -2.70118
C 1.63212 -2.95980 -3.31212
C 1.61128 -3.06409 -4.69602
C 1.67304 -1.92556 -5.48519
C 1.75099 -0.67613 -4.88547
C 1.75790 -0.57303 -3.50352
C 4.26159 -0.40452 0.08243
O 3.45489 0.40208 0.83476
C 3.99846 1.31699 1.69836
C 3.08798 2.03219 2.47992
C 3.58947 2.97650 3.36704
C 4.94808 3.21709 3.47228
C 5.82376 2.48474 2.69055
C 5.37383 1.51706 1.79933
P 1.27215 1.65969 2.38421
C 1.12822 1.10820 4.13688
C 1.01942 1.93224 5.25624
C 1.02557 1.39576 6.53497
C 1.15744 0.02481 6.71692
C 1.27550 -0.80401 5.61239
C 1.25209 -0.26597 4.33241
C 0.63634 3.38043 2.43370
C -0.55669 3.68732 3.08587
C -1.06553 4.97879 3.06295
C -0.40947 5.97817 2.35925
C 0.75009 5.67179 1.66032
C 1.26554 4.38540 1.69643
H 8.09581 -0.56189 1.38115
H 6.81280 -0.67694 2.59339
H 7.88014 0.73215 2.55621
H 7.87917 1.10807 -0.54506
H 7.70755 2.40497 0.64311
H 6.48294 2.19140 -0.61590
H 7.46912 -1.15649 -0.61615
H 6.36528 -2.87067 -1.99874
H 3.90436 -2.96428 -2.08407
H 3.10877 -2.99898 1.19823
H 2.41705 -5.00559 2.43152
H 0.32277 -6.18322 1.82722
H -1.08399 -5.30770 -0.02019
H -0.41869 -3.30636 -1.23538
H 1.57670 -3.85698 -2.70832
H 1.53334 -4.04043 -5.15767
H 1.64138 -2.00973 -6.56415
H 1.78213 0.21880 -5.49420
H 1.79569 0.40588 -3.03565
H 2.89632 3.54226 3.97772
H 5.32153 3.96477 4.15981
H 6.88854 2.66537 2.77768
H 0.92745 3.00432 5.13598
H 0.93140 2.05190 7.39187
H 1.16412 -0.39248 7.71660
H 1.36891 -1.87542 5.74011
H 1.30782 -0.92057 3.47067
H -1.09850 2.91034 3.61279
H -1.98768 5.19742 3.58750
H -0.80970 6.98417 2.33825
H 1.25508 6.43581 1.08218
H 2.17589 4.16484 1.15193
N -3.08977 -4.08841 2.76614
C -3.81101 -4.89592 1.98572
N -4.32899 -6.03005 2.56292
N -4.04598 -4.73090 0.70686
C -3.45713 -3.69640 0.12469
N -2.96316 -2.80647 -0.42260
H -2.93434 -4.32383 3.72926
H -2.71586 -3.17842 2.45727
H -4.57330 -5.97478 3.53686
H -5.00662 -6.49250 1.97925
C -1.71848 -1.94045 -3.51147
Si -3.46119 -1.24290 -3.83992
C -3.49850 -0.83640 -5.69661
C -4.59919 -2.76681 -3.70702
C -3.82498 0.18033 -2.82705
Si -5.18295 1.30496 -3.12261
C -5.42971 2.52294 -1.68209
C -6.90555 0.52837 -3.39258
C -4.97803 2.39398 -4.67143
H -1.63233 -3.00258 -3.76260
H -1.46259 -1.84034 -2.45580
H -0.97244 -1.39000 -4.09095
H -3.12733 -1.68071 -6.28766
H -2.87763 0.03846 -5.90978
H -4.51437 -0.61517 -6.03933
H -4.30325 -3.57875 -4.38170
H -5.63207 -2.48710 -3.93771
H -4.58457 -3.14764 -2.68224
H -3.58957 0.07737 -1.76365
H -5.20537 2.03908 -0.72618
H -6.45948 2.89164 -1.64137
H -4.76700 3.38629 -1.78325
H -7.20322 -0.05273 -2.51471
H -6.88410 -0.15974 -4.24462
H -7.67659 1.28262 -3.58815
H -3.98939 2.86251 -4.67126
H -5.73839 3.18220 -4.71228
H -5.06309 1.80122 -5.58750
```

Results
Kohn-Sham gap: 4.767 eV
ΔE to the lowest compared entry with this formula, charge and spin: 0.0 kJ/mol
HOMO energy: -2.8 eV
E: -133507.9367 eV
largest force on an atom: 0.46 eV/A
LUMO level: 1.97 eV
net charge: -1

(4)
ORCA calculation (ωB97M-V with the def2-TZVPD basis set) on 3 unconnected molecules or ions with the total composition C17H41FN6O6P at a distorted geometry.

XYZ file:
```
72
C17H41FN6O6P (ωB97M-V with the def2-TZVPD basis set)
C 3.81105 -2.97275 2.13271
C 2.51319 -3.65883 1.40124
C 2.80475 -5.27188 1.23290
C 2.11167 -2.91425 -0.04158
C 1.57865 -1.35402 0.24304
N 0.36043 -1.49421 1.12324
C -0.76110 -0.55123 0.75294
N -1.09171 0.62128 1.62850
C -0.46878 1.91339 1.24119
C 0.72242 2.50633 2.17896
C 2.20485 1.76626 1.94720
N 2.56958 0.79555 3.04645
P -1.21461 0.28061 3.34541
O -0.02907 -0.52712 4.00351
N -1.57195 -0.75596 -0.37135
C -1.37128 -1.95449 -1.32399
C -1.90748 -3.38270 -0.63775
F -2.65999 -4.13919 -1.70144
C -2.74300 0.15245 -0.74601
C -4.15574 -0.53341 -0.19499
C -4.30031 -0.52238 1.44033
C -4.48611 0.98066 2.09407
O -5.17678 0.97524 3.40255
H 4.10044 -3.69269 3.03943
H 3.58507 -1.92189 2.63662
H 4.77534 -2.93198 1.45287
H 1.60193 -3.57649 2.16764
H 1.89183 -5.84622 1.69442
H 3.76619 -5.54080 1.84726
H 2.92460 -5.46570 0.06125
H 3.12880 -2.91504 -0.66548
H 1.32826 -3.54874 -0.65550
H 2.50282 -0.82250 0.76780
H 1.32416 -0.80849 -0.77978
H -0.00014 -2.47149 1.18097
H -0.05517 1.80856 0.13765
H -1.32554 2.73909 1.17543
H 0.90726 3.62736 1.80867
H 0.48536 2.59753 3.32197
H 3.01406 2.64277 1.99918
H 2.26805 1.34092 0.85968
H 2.28040 -0.18525 2.83947
H 2.12577 1.06482 3.97251
H -1.28106 1.55889 4.06617
H -2.45670 -0.41071 3.71634
H -2.05676 -1.82360 -2.29266
H -0.27355 -2.03964 -1.72551
H -2.68413 -3.08282 0.19040
H -1.00549 -4.03310 -0.23498
H -2.86167 0.16894 -1.93391
H -2.60779 1.26884 -0.42712
H -5.05498 0.10831 -0.62805
H -4.31074 -1.62281 -0.65859
H -3.43922 -1.15454 1.91794
H -5.31191 -1.10443 1.68787
H -5.19655 1.57821 1.35517
H -3.49584 1.60209 2.16457
H -6.11545 0.60644 3.31255
C 1.52233 2.92265 -3.35316
N 1.43558 2.50494 -1.92783
O 1.18192 1.31623 -1.70079
O 1.62466 3.38219 -1.07714
H 1.33543 2.05391 -3.98794
H 0.76422 3.69104 -3.51808
H 2.52772 3.31398 -3.52127
C 1.60265 5.03165 -7.21044
N 1.33243 4.35849 -5.91143
O 0.83066 5.04343 -5.01256
O 1.63162 3.16141 -5.83085
H 1.29190 6.07609 -7.13852
H 2.67543 4.96076 -7.40143
H 1.02719 4.51004 -7.97789
```

Results
Kohn-Sham gap: 6.586 eV
HOMO energy: -10.9 eV
E: -51505.4616 eV
largest force on an atom: 5.76 eV/A
LUMO level: -4.27 eV
net charge: +1